(1)
Here is 2 unconnected molecules or ions with the total composition C9H14O from OMol25. Energies are from ωB97M-V/def2-TZVPD.

```
24
Properties=species:S:1:pos:R:3:forces:R:3
C 2.3621 0.8540 -1.0240 1.45 -1.15 -0.94
C 1.9963 -0.0222 0.1254 -0.36 1.12 1.42
C 2.4985 0.2910 1.4000 0.13 -0.88 -0.44
C 2.0798 -0.4105 2.5260 -0.08 0.80 -0.99
C 1.1170 -1.4085 2.3833 0.96 -0.96 0.91
O 0.9678 -2.2099 3.5178 -1.16 -0.03 0.43
C 0.6542 -1.7973 1.1352 0.30 0.95 0.46
C 1.0452 -1.0189 0.0539 -0.52 -0.68 -0.79
H 2.8261 1.8076 -0.7951 -0.83 0.44 0.51
H 1.5306 0.8890 -1.7207 0.15 0.43 -0.23
H 3.2501 0.4108 -1.5269 -0.69 -0.25 -0.24
H 3.3219 0.9939 1.4276 -0.18 0.25 0.38
H 2.5049 -0.1422 3.4809 -0.13 -0.32 0.21
H 0.0883 -2.1449 3.9514 0.78 0.09 -0.76
H 0.0208 -2.6525 0.9686 -0.19 -0.06 0.27
H 0.5539 -1.2865 -0.8788 0.34 0.25 -0.21
C -3.3432 0.3462 -2.2988 -0.23 -0.67 0.34
C -3.3615 1.6228 -1.4709 0.05 0.28 0.22
H -3.2388 -0.5403 -1.6655 0.18 0.09 -0.04
H -4.2756 0.1660 -2.8356 0.06 0.28 -0.16
H -2.5256 0.3488 -3.0127 0.05 -0.10 -0.09
H -2.9924 1.5028 -0.4519 0.13 -0.26 -0.06
H -4.3621 2.0330 -1.3575 -0.07 0.10 -0.16
H -2.7185 2.3677 -1.9315 -0.14 0.27 -0.04
```
Positions in Å, forces in eV/Å.

Summary:
Calculated total energy = -426.5450 a.u.
ΔE to the lowest compared entry with this formula, charge and spin = 73.08 kJ/mol
Spin multiplicity = 1
SMILES = Cc1ccc(O)cc1.CC
HOMO-LUMO gap = 9.52 eV
Charge = 0


(2)
Here is 2 unconnected molecules or ions with the total composition C9H14O from OMol25. Energies are from ωB97M-V/def2-TZVPD.

```
24
Properties=species:S:1:pos:R:3:forces:R:3
C -0.0406 -1.9160 1.0871 -0.21 -0.20 0.92
C 0.2384 -0.4559 1.3313 1.54 -1.87 -0.20
C 1.6238 -0.1647 1.2519 -0.83 2.61 -0.27
C 1.9573 1.2433 1.2907 -0.42 -2.41 0.75
C 0.9542 2.1618 1.2786 -2.29 0.13 -0.61
O 1.1932 3.4928 1.0661 1.22 -0.07 0.71
C -0.4217 1.7977 1.3638 -0.67 2.50 0.27
C -0.7918 0.4754 1.5071 1.11 0.84 -0.39
H -0.8700 -2.0803 0.4458 -1.07 0.05 -0.29
H -0.2200 -2.5153 2.0098 0.46 0.31 -0.63
H 0.7826 -2.2479 0.4798 0.49 -0.80 0.24
H 2.4307 -0.9025 0.9960 -1.17 0.63 0.68
H 2.9304 1.5897 1.5483 1.03 0.08 -0.56
H 2.1619 3.5700 1.1885 -0.70 0.48 -0.28
H -1.1597 2.7248 1.3490 1.44 -2.29 0.13
H -1.8243 0.1793 1.6626 0.17 -0.06 -0.20
C -1.4914 -0.8693 -1.7847 -0.32 4.41 -1.36
C -0.8107 -0.9130 -3.1341 1.45 -0.06 -1.35
H -0.8335 -0.3870 -1.0799 0.28 0.10 0.34
H -2.3748 -0.1022 -1.8773 1.18 -1.88 0.40
H -1.7160 -1.7982 -1.4127 -1.13 -2.13 0.66
H -1.4953 -1.2855 -3.9147 0.16 0.69 0.07
H 0.0213 -1.6329 -3.2145 -0.25 -0.12 0.58
H -0.2443 0.0358 -3.4384 -1.46 -0.93 0.37
```
Positions in Å, forces in eV/Å.

Summary:
Calculated total energy = -426.5174 a.u.
ΔE to the lowest compared entry with this formula, charge and spin = 145.46 kJ/mol
Spin multiplicity = 1
SMILES = Cc1ccc(O)cc1.CC
HOMO-LUMO gap = 9.23 eV
Charge = 0


(3)
Here is 2 unconnected molecules or ions with the total composition C9H14O from OMol25. Energies are from ωB97M-V/def2-TZVPD.

```
24
Properties=species:S:1:pos:R:3:forces:R:3
C -1.1412 -1.8875 -1.9374 -1.19 -0.98 1.81
C -1.1813 -1.1230 -0.6445 1.16 1.17 1.23
C -1.7600 -1.5450 0.5390 -1.35 -2.11 -0.56
C -2.0909 -0.7688 1.6351 1.47 0.47 -0.83
C -1.5308 0.5303 1.6412 -0.23 -1.21 0.18
O -1.7220 1.4132 2.6461 0.42 0.90 0.22
C -0.6921 0.9366 0.5980 -0.89 0.24 0.96
C -0.6123 0.1320 -0.5258 0.13 1.16 -2.35
H -2.1059 -2.4489 -1.8214 0.64 0.41 -1.41
H -0.3666 -2.6494 -1.9806 0.28 0.08 0.07
H -1.0174 -1.1925 -2.7516 -0.45 -0.10 -0.49
H -2.1021 -2.5909 0.5397 -0.10 0.36 0.17
H -2.6256 -1.2946 2.4123 -0.09 0.62 0.40
H -2.4300 1.1934 3.2468 -0.25 -0.48 0.04
H -0.2480 1.9272 0.7590 -0.19 -0.45 -0.67
H -0.2794 0.5450 -1.5140 0.39 -0.07 1.26
C 2.7989 1.6834 0.0901 -0.63 -0.42 -0.52
C 2.7257 0.4332 -0.9257 0.32 2.84 2.33
H 1.8454 1.8178 0.6070 -0.13 -0.20 -0.28
H 3.4500 1.4006 0.9023 0.69 0.43 0.10
H 2.9700 2.6698 -0.3528 0.69 -0.32 0.05
H 1.9491 -0.0508 -0.3416 0.19 -1.38 -1.04
H 3.7357 0.0180 -0.9497 -0.53 -0.48 -0.15
H 2.4308 0.8509 -1.8714 -0.36 -0.49 -0.51
```
Positions in Å, forces in eV/Å.

Summary:
Calculated total energy = -426.5203 a.u.
ΔE to the lowest compared entry with this formula, charge and spin = 137.79 kJ/mol
Spin multiplicity = 1
SMILES = Cc1ccc(O)cc1.CC
HOMO-LUMO gap = 9.15 eV
Charge = 0